[1]
Entry from OMol25: a structure of composition C18H36N2O6PdSbSi3 (the ωB97M-V functional and the def2-TZVPD basis).

- DFT total energy (Ha) = -2505.2801
- highest occupied orbital energy (eV) = -3.923
- charge = -1
- maximum force (eV/Å) = 1.01
- LUMO level (eV) = 2.354
- multiplicity = 1
- HOMO-LUMO gap (eV) = 6.28

Each line ends with the Löwdin charge.
CARTESIAN COORDINATES (ANGSTROEM)
Pd  -1.51  0.69  -0.10  0.249
O  -1.65  -3.79  0.92  0.110
C  -1.28  -2.57  0.48  -0.498
O  -2.10  -1.77  0.10  0.059
C  0.18  -2.35  0.52  -0.224
C  1.06  -3.29  1.03  -0.005
C  2.40  -2.95  1.08  -0.051
C  2.80  -1.71  0.62  0.010
C  1.85  -0.84  0.07  -0.160
N  0.57  -1.17  0.04  0.177
C  2.31  0.53  -0.47  -0.669
O  3.31  0.99  0.10  -0.025
O  1.63  0.99  -1.42  -0.082
H  -2.62  -3.80  0.87  0.131
H  0.70  -4.24  1.39  0.112
H  3.12  -3.65  1.48  0.103
H  3.83  -1.37  0.68  0.116
N  0.39  -0.47  -3.45  0.009
C  -0.93  -0.91  -3.01  -0.182
C  -1.83  0.30  -2.78  -0.580
O  -1.45  1.38  -3.46  0.073
O  -2.84  0.28  -2.11  0.008
H  0.96  -1.25  -3.74  0.072
H  0.88  0.01  -2.67  0.035
H  -0.57  1.17  -3.84  0.102
H  -0.96  -1.52  -2.12  0.085
H  -1.43  -1.46  -3.82  0.127
C  2.02  4.22  1.29  -0.229
Si  0.21  4.74  1.23  0.246
C  -0.38  5.19  2.97  -0.230
C  0.20  6.37  0.25  -0.264
Sb  -1.10  3.22  -0.35  0.827
Si  -3.49  4.06  -0.11  0.246
C  -3.72  5.66  0.88  -0.241
C  -4.09  4.39  -1.88  -0.261
C  -4.71  2.79  0.61  -0.236
Si  -1.14  1.11  2.16  0.362
C  -2.28  2.24  3.18  -0.247
C  0.63  1.37  2.75  -0.211
C  -1.61  -0.59  2.91  -0.228
H  2.63  5.13  1.23  0.023
H  2.30  3.56  0.47  0.020
H  2.29  3.71  2.22  0.015
H  0.27  5.99  3.34  0.024
H  -0.32  4.36  3.68  0.003
H  -1.41  5.56  2.98  0.010
H  0.74  7.14  0.81  0.022
H  -0.81  6.74  0.05  0.000
H  0.70  6.23  -0.71  0.023
H  -3.01  6.45  0.60  0.003
H  -3.60  5.47  1.95  0.009
H  -4.73  6.05  0.72  0.020
H  -3.37  5.00  -2.44  0.015
H  -5.06  4.90  -1.87  0.017
H  -4.19  3.44  -2.41  0.022
H  -4.95  3.02  1.66  0.014
H  -4.31  1.78  0.57  -0.003
H  -5.64  2.82  0.03  0.020
H  -2.41  3.23  2.77  -0.024
H  -1.86  2.34  4.19  0.027
H  -3.27  1.78  3.28  0.020
H  0.78  2.40  3.07  -0.014
H  1.39  1.17  1.99  0.011
H  0.83  0.73  3.61  0.031
H  -2.61  -0.92  2.63  0.021
H  -1.60  -0.42  4.00  0.027
H  -0.90  -1.39  2.71  0.008

=====

[2]
Entry from OMol25: the ion C7H10N3S with charge +1 (the ωB97M-V functional and the def2-TZVPD basis).

- DFT total energy (Ha) = -834.8395
- highest occupied orbital energy (eV) = -12.914
- charge = +1
- SMILES = C[C@@H]1N=N[C@H](c2cccs2)[NH2+]1
- maximum force (eV/Å) = 4.28
- LUMO level (eV) = -3.414
- energy relative to the best compared isomer or geometry (same formula, charge and spin) (kcal/mol) = 48.5
- multiplicity = 1
- HOMO-LUMO gap (eV) = 9.50

Each line ends with the Löwdin charge.
CARTESIAN COORDINATES (ANGSTROEM)
C  1.70  1.83  -1.50  0.004
C  1.48  1.63  0.02  -0.229
N  2.20  0.48  0.67  0.052
N  1.58  -0.21  1.39  0.127
C  0.02  0.25  1.34  -0.237
C  -0.85  -0.85  0.81  -0.544
C  -0.64  -1.48  -0.46  -0.089
C  -1.63  -2.50  -0.59  -0.185
C  -2.56  -2.57  0.40  -0.375
S  -2.29  -1.35  1.59  1.083
N  0.02  1.35  0.36  0.155
H  1.37  1.05  -2.12  0.069
H  2.66  2.11  -1.69  0.059
H  1.10  2.72  -1.80  0.111
H  1.86  2.51  0.61  0.172
H  -0.18  0.35  2.40  0.142
H  0.23  -1.53  -1.03  0.095
H  -1.70  -3.41  -1.34  0.164
H  -3.34  -3.28  0.68  0.083
H  -0.48  0.80  -0.41  0.190
H  -0.53  2.09  0.66  0.154

=====

[3]
Entry from OMol25: the molecule C4H9NO (the ωB97M-V functional and the def2-TZVPD basis).

- DFT total energy (Ha) = -287.6885
- highest occupied orbital energy (eV) = -8.551
- charge = 0
- SMILES = COC[C@H]1CN1
- maximum force (eV/Å) = 2.86
- LUMO level (eV) = 1.001
- energy relative to the best compared isomer or geometry (same formula, charge and spin) (kcal/mol) = 90.3
- multiplicity = 1
- HOMO-LUMO gap (eV) = 9.55

Each line ends with the Löwdin charge.
CARTESIAN COORDINATES (ANGSTROEM)
C  -0.83  -1.44  1.56  -0.107
O  -0.17  -0.79  0.49  -0.218
C  -0.12  0.61  0.62  -0.194
C  0.30  1.21  -0.71  -0.269
C  1.32  0.47  -1.61  -0.172
N  -0.10  0.53  -1.92  0.021
H  -1.86  -1.05  1.69  0.090
H  -0.29  -1.31  2.51  0.090
H  -0.88  -2.50  1.32  0.091
H  0.61  0.92  1.39  0.125
H  -1.11  0.97  0.96  0.125
H  1.02  2.01  -0.79  0.121
H  1.81  -0.37  -1.16  0.098
H  1.91  1.05  -2.34  0.107
H  -0.44  -0.37  -1.58  0.092

=====

[4]
Entry from OMol25: a cluster of 13 separate species, C44H125N11O13 in total (the ωB97M-V functional and the def2-TZVPD basis).

- DFT total energy (Ha) = -3331.5695
- highest occupied orbital energy (eV) = -8.630
- charge = 0
- maximum force (eV/Å) = 3.42
- LUMO level (eV) = 0.302
- energy relative to the best compared isomer or geometry (same formula, charge and spin) (kcal/mol) = 46.0
- multiplicity = 1
- HOMO-LUMO gap (eV) = 8.93

Each line ends with the Löwdin charge.
CARTESIAN COORDINATES (ANGSTROEM)
O  -5.97  -29.14  12.49  -0.089
H  -6.39  -28.23  12.56  0.021
H  -5.03  -28.89  12.64  0.070
O  -6.42  -30.28  15.27  -0.085
H  -6.66  -30.28  14.32  0.006
H  -6.81  -31.08  15.67  0.042
C  -5.95  -28.19  5.48  -0.078
C  -4.71  -28.70  6.18  -0.374
C  -4.64  -28.00  7.54  -0.245
O  -5.74  -28.35  8.30  -0.199
C  -5.62  -27.94  9.65  -0.099
N  -4.79  -30.23  6.33  0.049
H  -6.49  -28.91  4.84  0.093
H  -5.71  -27.26  4.93  0.089
H  -6.66  -27.92  6.17  0.010
H  -3.80  -28.51  5.58  0.138
H  -4.54  -26.92  7.47  0.131
H  -3.76  -28.38  8.03  0.112
H  -6.50  -28.26  10.19  0.063
H  -5.58  -26.79  9.85  0.103
H  -4.72  -28.31  10.07  0.073
H  -3.91  -30.40  6.86  0.074
H  -5.47  -30.40  7.04  0.027
C  -8.58  -31.19  7.08  -0.063
C  -9.83  -30.88  7.85  -0.458
C  -9.46  -30.45  9.28  -0.221
O  -9.02  -31.50  10.09  -0.172
C  -8.97  -31.18  11.46  -0.104
N  -10.54  -29.79  7.24  0.031
H  -7.89  -30.33  7.00  0.073
H  -8.79  -31.56  6.07  0.076
H  -7.94  -31.98  7.51  0.086
H  -10.47  -31.79  7.92  0.148
H  -10.40  -30.09  9.67  0.111
H  -8.69  -29.71  9.25  0.110
H  -8.15  -30.44  11.57  0.073
H  -8.72  -32.06  12.03  0.082
H  -9.88  -30.71  11.87  0.092
H  -11.45  -29.68  7.70  0.082
H  -10.73  -30.00  6.24  0.093
C  -3.84  -20.49  17.53  -0.061
C  -4.05  -21.93  17.85  -0.426
C  -3.51  -22.17  19.29  -0.251
O  -2.13  -22.07  19.29  -0.173
C  -1.66  -22.15  20.65  -0.068
N  -5.43  -22.42  17.63  0.061
H  -2.85  -20.19  17.80  0.076
H  -4.61  -19.97  18.15  0.096
H  -3.99  -20.26  16.46  0.067
H  -3.45  -22.55  17.15  0.127
H  -3.85  -23.11  19.67  0.092
H  -4.00  -21.34  19.84  0.132
H  -0.55  -22.19  20.62  0.100
H  -2.08  -23.05  21.08  0.068
H  -1.99  -21.29  21.24  0.088
H  -6.16  -21.68  17.75  0.092
H  -5.70  -23.18  18.25  0.044
C  -9.61  -19.24  12.66  -0.051
C  -10.17  -20.55  13.13  -0.474
C  -9.25  -21.11  14.17  -0.247
O  -8.00  -21.39  13.55  -0.187
C  -7.07  -21.63  14.61  -0.104
N  -11.52  -20.48  13.65  0.057
H  -8.65  -19.52  12.22  0.082
H  -9.57  -18.55  13.46  0.071
H  -10.32  -18.81  11.95  0.080
H  -10.09  -21.32  12.33  0.122
H  -9.59  -22.05  14.60  0.108
H  -9.10  -20.42  15.02  0.134
H  -7.37  -22.43  15.33  0.077
H  -6.99  -20.75  15.26  0.081
H  -6.13  -21.80  14.07  0.062
H  -11.73  -20.98  14.50  0.072
H  -12.15  -20.78  12.94  0.059
C  -8.28  -26.09  8.42  -0.045
C  -9.18  -25.37  7.37  -0.362
C  -8.70  -25.66  5.96  -0.266
O  -9.58  -25.14  5.01  -0.186
C  -9.04  -25.29  3.69  -0.100
N  -10.62  -25.86  7.65  0.048
H  -8.41  -25.62  9.39  0.065
H  -7.30  -26.11  8.00  0.051
H  -8.62  -27.13  8.51  0.076
H  -9.15  -24.27  7.50  0.144
H  -8.59  -26.76  5.80  0.130
H  -7.71  -25.16  5.88  0.133
H  -8.04  -24.75  3.54  0.108
H  -9.74  -24.99  2.95  0.067
H  -8.90  -26.39  3.50  0.095
H  -10.52  -26.89  7.60  0.063
H  -11.24  -25.49  6.96  0.050
C  -12.52  -27.17  11.19  -0.053
C  -12.86  -25.70  10.91  -0.442
C  -11.72  -24.75  11.08  -0.202
O  -11.13  -24.94  12.40  -0.204
C  -9.84  -24.25  12.49  -0.042
N  -13.36  -25.56  9.53  0.037
H  -11.90  -27.59  10.34  0.082
H  -13.42  -27.81  11.29  0.080
H  -11.99  -27.29  12.16  0.052
H  -13.59  -25.37  11.65  0.133
H  -12.10  -23.74  11.05  0.122
H  -11.02  -25.00  10.27  0.109
H  -9.18  -24.49  11.64  0.077
H  -9.40  -24.59  13.42  0.081
H  -9.96  -23.20  12.43  0.041
H  -13.68  -24.61  9.27  0.086
H  -12.62  -25.78  8.90  0.005
C  -10.62  -23.93  19.15  -0.045
C  -9.40  -24.42  18.36  -0.392
C  -9.33  -25.92  18.58  -0.196
O  -8.25  -26.54  17.78  -0.245
C  -8.09  -27.95  17.89  -0.099
N  -9.48  -24.04  16.89  0.076
H  -11.48  -24.52  18.67  0.091
H  -10.78  -22.89  19.11  0.056
H  -10.67  -24.31  20.17  0.078
H  -8.49  -23.91  18.73  0.123
H  -10.23  -26.35  18.14  0.092
H  -9.43  -26.17  19.61  0.103
H  -9.00  -28.43  17.49  0.089
H  -7.79  -28.31  18.89  0.086
H  -7.20  -28.14  17.27  0.070
H  -10.33  -24.41  16.48  0.048
H  -8.67  -24.39  16.42  0.005
C  -15.42  -27.20  16.90  -0.073
C  -13.92  -27.32  17.01  -0.495
C  -13.27  -26.15  16.32  -0.181
O  -11.83  -26.16  16.46  -0.242
C  -11.17  -27.08  15.57  -0.084
N  -13.59  -27.28  18.40  0.046
H  -15.86  -28.07  17.43  0.085
H  -15.69  -27.15  15.83  0.082
H  -15.78  -26.27  17.36  0.086
H  -13.56  -28.22  16.46  0.137
H  -13.48  -25.16  16.79  0.142
H  -13.59  -25.99  15.27  0.133
H  -10.11  -26.86  15.50  0.054
H  -11.59  -26.95  14.57  0.075
H  -11.28  -28.14  15.84  0.091
H  -13.85  -28.03  19.02  0.079
H  -12.57  -27.17  18.50  0.073
C  -5.66  -25.64  22.47  -0.062
C  -5.87  -25.20  21.00  -0.416
C  -4.74  -25.89  20.23  -0.219
O  -4.84  -25.40  18.89  -0.209
C  -4.35  -26.41  18.00  -0.082
N  -7.21  -25.57  20.52  0.062
H  -6.54  -25.50  23.09  0.063
H  -4.85  -25.07  23.01  0.091
H  -5.35  -26.72  22.43  0.085
H  -5.74  -24.14  20.89  0.125
H  -4.75  -26.97  20.24  0.119
H  -3.78  -25.64  20.65  0.119
H  -3.31  -26.62  18.12  0.086
H  -4.38  -25.90  17.04  0.064
H  -4.98  -27.28  18.04  0.084
H  -7.22  -25.47  19.47  0.059
H  -7.36  -26.57  20.64  0.073
C  -3.45  -21.56  13.66  -0.072
C  -3.65  -23.02  13.74  -0.442
C  -3.99  -23.67  12.39  -0.231
O  -5.28  -23.28  12.07  -0.188
C  -5.90  -23.95  10.96  -0.064
N  -2.34  -23.63  14.17  0.056
H  -4.30  -20.97  13.30  0.083
H  -2.63  -21.38  12.94  0.097
H  -3.20  -21.14  14.62  0.056
H  -4.47  -23.22  14.44  0.106
H  -3.88  -24.74  12.48  0.086
H  -3.23  -23.33  11.63  0.148
H  -5.39  -23.82  10.00  0.090
H  -6.92  -23.59  10.92  0.088
H  -5.86  -25.02  11.12  0.048
H  -2.17  -23.50  15.18  0.075
H  -2.45  -24.61  14.01  0.032
C  -4.96  -26.13  14.36  -0.052
C  -6.34  -25.51  14.51  -0.389
C  -7.44  -26.50  14.20  -0.208
O  -7.61  -26.80  12.82  -0.206
C  -8.81  -27.56  12.65  -0.071
N  -6.53  -24.93  15.81  0.077
H  -4.17  -25.44  14.61  0.037
H  -4.70  -26.41  13.29  0.084
H  -4.95  -27.09  14.92  0.099
H  -6.43  -24.60  13.83  0.148
H  -8.37  -26.15  14.65  0.094
H  -7.33  -27.41  14.73  0.106
H  -8.82  -28.54  13.14  0.090
H  -8.93  -27.78  11.57  0.100
H  -9.59  -26.93  13.07  0.056
H  -6.46  -25.55  16.55  0.022
H  -5.84  -24.22  16.03  0.048

=====

[5]
Entry from OMol25: a structure of composition C32H42GeReSi3 (the ωB97M-V functional and the def2-TZVPD basis).

- DFT total energy (Ha) = -4268.1747
- highest occupied orbital energy (alpha / beta) (eV) = -8.409 / -8.123
- charge = 0
- maximum force (eV/Å) = 1.97
- LUMO level (alpha / beta) (eV) = -1.719 / -1.382
- multiplicity = 2
- HOMO-LUMO gap (alpha / beta) (eV) = 6.69 / 6.74

Each line ends with the Löwdin charge.
CARTESIAN COORDINATES (ANGSTROEM)
Re  -0.55  0.62  0.44  0.766
C  2.51  1.68  -1.67  -0.185
Si  0.78  2.14  -0.95  0.502
C  1.05  3.74  0.10  -0.210
C  -0.33  2.59  -2.47  -0.315
C  0.08  3.56  -3.38  -0.111
C  -0.69  3.87  -4.49  -0.090
C  -1.89  3.22  -4.69  -0.089
C  -2.31  2.26  -3.79  -0.110
C  -1.55  1.93  -2.67  -0.313
Si  -2.19  0.60  -1.43  0.532
C  -4.01  1.18  -1.05  -0.215
C  -2.41  -1.09  -2.36  -0.194
H  2.92  2.51  -2.24  0.027
H  2.46  0.83  -2.34  0.007
H  3.22  1.44  -0.89  0.012
H  1.43  4.54  -0.53  0.020
H  1.78  3.58  0.89  0.016
H  0.13  4.08  0.56  0.007
H  1.02  4.07  -3.23  0.094
H  -0.35  4.62  -5.20  0.100
H  -2.50  3.45  -5.56  0.100
H  -3.25  1.75  -3.95  0.094
H  -4.62  1.04  -1.94  0.017
H  -4.04  2.23  -0.79  0.019
H  -4.46  0.62  -0.24  0.011
H  -2.97  -0.93  -3.27  0.022
H  -2.95  -1.81  -1.76  0.013
H  -1.46  -1.54  -2.63  -0.010
C  4.97  -0.65  1.97  -0.087
C  4.94  -0.98  0.63  -0.082
C  3.74  -1.18  -0.02  -0.107
C  2.53  -1.05  0.66  -0.302
C  2.58  -0.69  2.01  -0.126
C  3.78  -0.50  2.66  -0.083
Si  0.81  -1.31  -0.15  0.616
C  1.14  -2.13  -1.86  -0.278
C  0.96  -1.44  -3.06  -0.138
C  1.22  -2.04  -4.27  -0.077
C  1.62  -3.37  -4.32  -0.088
C  1.77  -4.08  -3.15  -0.083
C  1.55  -3.46  -1.93  -0.092
C  -0.01  -2.71  0.90  -0.288
C  -1.39  -2.82  0.91  -0.119
C  -2.03  -3.80  1.65  -0.085
C  -1.29  -4.69  2.40  -0.091
C  0.10  -4.59  2.41  -0.083
C  0.73  -3.61  1.67  -0.105
H  5.91  -0.50  2.48  0.101
H  5.88  -1.08  0.09  0.103
H  3.72  -1.44  -1.07  0.102
H  1.64  -0.59  2.55  0.073
H  3.79  -0.23  3.71  0.102
H  0.61  -0.42  -3.02  0.082
H  1.09  -1.49  -5.19  0.104
H  1.81  -3.84  -5.28  0.101
H  2.06  -5.12  -3.19  0.102
H  1.69  -4.01  -1.01  0.098
H  -1.97  -2.11  0.32  0.063
H  -3.11  -3.87  1.64  0.102
H  -1.78  -5.45  2.99  0.101
H  0.68  -5.29  3.00  0.102
H  1.81  -3.54  1.68  0.102
C  -0.48  0.22  4.61  -0.217
Ge  -1.58  1.62  3.68  0.781
C  -3.27  1.81  4.75  -0.221
C  -0.62  3.37  3.80  -0.226
C  -2.09  1.22  1.80  -0.452
H  -0.55  0.34  5.68  0.013
H  0.57  0.30  4.34  -0.011
H  -0.82  -0.79  4.36  0.012
H  -3.04  2.12  5.76  0.012
H  -3.82  0.88  4.79  0.011
H  -3.91  2.56  4.30  0.011
H  -0.63  3.74  4.82  0.011
H  -1.11  4.11  3.18  0.010
H  0.42  3.29  3.48  0.003
H  -2.64  2.11  1.47  0.005
H  -2.82  0.40  1.87  0.000

=====

[6]
Entry from OMol25: the molecule C2HBrF2S (the ωB97M-V functional and the def2-TZVPD basis).

- DFT total energy (Ha) = -3248.6750
- highest occupied orbital energy (eV) = -9.863
- charge = 0
- SMILES = FC1(F)S[C@H]1Br
- maximum force (eV/Å) = 6.59
- LUMO level (eV) = 0.167
- energy relative to the best compared isomer or geometry (same formula, charge and spin) (kcal/mol) = 22.9
- multiplicity = 1
- HOMO-LUMO gap (eV) = 10.03

Each line ends with the Löwdin charge.
CARTESIAN COORDINATES (ANGSTROEM)
F  -1.13  -1.97  -0.87  0.115
C  -0.03  -1.96  -0.19  -0.865
F  0.77  -2.83  -0.66  0.124
S  0.02  -1.51  1.63  0.840
C  0.51  -0.41  0.28  -0.905
Br  2.43  -0.04  -0.09  0.585
H  -0.29  0.42  -0.02  0.106